24
Properties=species:S:1:pos:R:3:forces:R:3:nbo_charge:R:1 method="wB97M-V/def2-TZVPD" lumo_energy_ev=0.6 e_homo_ev=-7.679 smiles=Cc1c[nH]cn1.Cc1c[nH]cn1 orbital_gap_ha=0.305
N -1.87913 -0.09093 -0.07907 -4.2 -0.3 0.5 -0.495
N 2.50060 1.39209 0.07378 -2.3 1.6 0.2 -0.437
N -4.12558 -0.67288 0.11372 -0.1 -0.2 2.3 -0.532
N 0.87774 0.75603 -1.35933 -2.0 3.3 3.0 -0.517
C -3.41805 -1.05044 1.31183 -1.4 -0.9 -1.8 -0.162
C 2.02363 0.22603 -1.73716 0.6 -1.7 -2.2 -0.073
C 4.43622 0.43136 -1.00427 3.7 -0.3 1.9 -0.631
C -2.10551 -0.76786 1.12563 0.3 0.1 0.0 0.115
C 1.18456 1.57467 -0.17134 6.4 -6.1 -6.1 0.143
C -1.16725 -0.99629 2.28597 1.2 0.9 0.7 -0.649
C 3.04586 0.63692 -0.91867 -3.4 -0.2 0.4 0.041
C -3.19487 -0.03384 -0.55872 3.2 2.2 -2.8 0.193
H 4.99407 0.63610 0.00339 -1.1 -0.6 -1.8 0.229
H -1.16209 0.04817 2.82124 0.1 -2.3 -0.4 0.231
H -3.84160 -1.80251 1.92287 -0.4 -0.2 0.8 0.209
H -1.48524 -1.87816 2.92464 -0.1 1.5 -0.5 0.225
H 4.79035 -0.46930 -1.46522 -0.3 -1.3 0.4 0.218
H -5.16716 -0.68592 -0.05181 2.1 0.1 0.3 0.437
H -0.09324 -1.25686 2.08368 -1.0 0.6 -0.5 0.237
H 0.47985 2.01796 0.28939 -4.6 3.2 3.5 0.175
H -0.03715 0.73777 -1.86729 1.5 -0.2 1.1 0.432
H 1.90402 -0.46208 -2.59046 0.9 0.4 0.4 0.202
H 4.87149 1.07003 -1.71310 0.6 1.8 -0.8 0.216
H -3.43151 0.63995 -1.43973 0.3 -1.3 1.1 0.193